# 1
This record from OMol25 describes a 3-piece molecular cluster, C12H17F5O9S2 overall in a non-equilibrium geometry. The level of theory is ωB97M-V with the def2-TZVPD basis set.

Geometry as XYZ:
```
45
C12H17F5O9S2, DFT ωB97M-V with the def2-TZVPD basis set
C -2.808 -5.239 -0.441
C -2.003 -4.149 -1.421
O -1.294 -3.253 -0.456
S -1.857 -1.657 -0.618
O -3.408 -1.810 -0.320
O -1.330 -0.578 0.547
S 0.275 -0.648 1.018
O 0.968 0.655 0.448
O 1.139 -1.813 0.520
C 0.283 -0.363 2.881
F -0.927 -1.085 3.408
F 0.148 1.122 3.109
C 1.592 -0.855 3.691
F 2.013 0.292 4.581
F 2.785 -1.224 2.915
F 1.132 -1.925 4.647
H -1.956 -5.855 0.108
H -3.361 -4.581 0.366
H -3.519 -5.923 -1.075
H -1.242 -4.692 -2.160
H -2.743 -3.556 -2.127
O -3.702 -0.217 -2.309
C -3.575 0.989 -2.169
O -2.507 1.709 -2.622
C -2.637 3.062 -2.189
C -4.105 3.251 -1.910
C -4.531 1.884 -1.441
H -2.022 3.202 -1.293
H -2.280 3.736 -2.973
H -4.307 4.045 -1.187
H -4.630 3.500 -2.841
H -4.387 1.760 -0.364
H -5.565 1.668 -1.721
O 7.377 2.718 0.118
C 6.350 2.068 0.225
O 6.289 0.804 0.740
C 4.956 0.311 0.612
C 4.088 1.536 0.490
C 4.991 2.510 -0.225
H 4.904 -0.326 -0.277
H 4.698 -0.286 1.491
H 3.147 1.346 -0.034
H 3.849 1.922 1.488
H 4.922 2.406 -1.311
H 4.790 3.540 0.080
```

Calculated values
Calculated total energy ... -2440.0265 Ha
HOMO level ... -9.97 eV
LUMO energy ... -1.67 eV

Atom charges from the Mulliken analysis, given in e for atoms 1 to 8: C -0.791; C -0.389; O -0.250; S 0.636; O -0.467; O -0.107; S 0.999; O -0.586

=====

# 2
This record from OMol25 describes a 2-piece molecular cluster, C10H16 overall in a non-equilibrium geometry. The level of theory is ωB97M-V with the def2-TZVPD basis set.

Geometry as XYZ:
```
26
C10H16, DFT ωB97M-V with the def2-TZVPD basis set
C 0.948 2.612 0.138
C 0.052 1.763 1.022
C -1.276 2.074 1.181
C -2.080 1.218 1.945
C -1.503 0.155 2.593
C -0.151 -0.185 2.431
C 0.621 0.638 1.641
H 1.678 3.144 0.754
H 0.348 3.293 -0.464
H 1.571 1.983 -0.508
H -1.759 2.950 0.768
H -3.104 1.506 2.150
H -2.125 -0.551 3.138
H 0.070 -1.159 2.838
H 1.675 0.497 1.424
C -0.191 -2.096 -0.847
C 0.464 -2.365 -2.190
C 1.044 -1.104 -2.821
H 0.261 -1.265 -0.308
H -1.243 -1.828 -0.973
H -0.227 -2.949 -0.159
H 1.339 -2.989 -2.018
H -0.155 -2.998 -2.825
H 0.299 -0.345 -3.028
H 1.815 -0.708 -2.150
H 1.629 -1.290 -3.732
```

Calculated values
Calculated total energy ... -390.6169 Ha
HOMO level ... -9.03 eV
Relative energy (zero: lowest compared OMol25 entry of this formula, charge and spin) ... 11.9 kcal per mole
SMILES string ... Cc1ccccc1.CCC
LUMO energy ... 1.01 eV

Atom charges from the Mulliken analysis, given in e for atoms 1 to 8: C -1.429; C 0.974; C -0.496; C -0.550; C -0.408; C -0.396; C -0.472; H 0.320

=====

Q: calculated total energy of number 1 (C12H17F5O9S2)?
A: -2440.0265 Ha